## a
One molecule with the formula C5H7Cl2NO, computed with ωB97M-V/def2-TZVPD.

frontier orbital gap (spin up / spin down): 7.200 / 8.468 eV
2S+1: 1
LUMO energy (spin up / spin down): -0.0019 / 0.0205 Eh

Bonds (Å) are listed after each position.
Cartesian coordinates (Å):
1 C 1.07933 1.85596 -0.44546  N6 1.287, O7 1.182
2 C 1.79897 -0.82780 0.52915  C3 1.537, C4 1.501, H10 1.091, H11 1.096
3 C 0.55167 -0.50347 -0.30801  C2 1.537, N6 1.466, H12 1.094, H13 1.091
4 C 2.99943 -0.06832 0.04332  C2 1.501, Cl8 1.737, Cl9 1.738
5 C -1.22087 1.23822 -0.25250  N6 1.462, H14 1.091, H15 1.087, H16 1.090
6 N 0.20395 0.92058 -0.32424  C1 1.287, C3 1.466, C5 1.462
7 O 1.26238 3.01714 -0.56970  C1 1.182
8 Cl 4.15144 0.37218 1.26672  C4 1.737
9 Cl 3.73624 -0.67696 -1.40856  C4 1.738
10 H 1.62884 -0.55902 1.57290  C2 1.091
11 H 1.93632 -1.91355 0.46973  C2 1.096
12 H 0.72045 -0.83756 -1.33580  C3 1.094
13 H -0.30539 -1.04305 0.09723  C3 1.091
14 H -1.59722 1.03929 0.75248  C5 1.091
15 H -1.36441 2.29038 -0.48502  C5 1.087
16 H -1.77416 0.63364 -0.97188  C5 1.090

## b
A 2-piece molecular cluster, C5H7Cl2NO overall, computed with ωB97M-V/def2-TZVPD.

frontier orbital gap: 9.341 eV
SMILES: C/C(CCl)=N/Cl.C=C=O
2S+1: 1
LUMO energy: 0.0168 Eh

Bonds (Å) are listed after each position.
Cartesian coordinates (Å):
1 C 1.65002 0.54919 1.70155  C2 1.286, O7 1.168
2 C 2.29739 0.46343 0.59425  C1 1.286, H10 1.090, H11 1.089
3 C -0.55724 0.08292 -0.66122  C4 1.475, C5 1.491, N6 1.290
4 C -0.16545 -1.26887 -1.10318  C3 1.475, H12 1.025, H13 1.108, H14 1.018
5 C -1.88770 0.07870 0.01247  C3 1.491, Cl8 1.780, H15 1.108, H16 1.042
6 N 0.20759 1.09953 -0.87675  C3 1.290, Cl9 1.731
7 O 1.19653 0.69014 2.76881  C1 1.168
8 Cl -1.98918 -0.58838 1.65943  C5 1.780
9 Cl -0.23263 2.64710 -0.23699  N6 1.731
10 H 2.53814 -0.49496 0.13363  C2 1.090
11 H 2.17541 1.31147 -0.07840  C2 1.089
12 H -0.04314 -1.84965 -0.26773  C4 1.025
13 H 0.73954 -1.53128 -1.68624  C4 1.108
14 H -1.01449 -1.77776 -1.33972  C4 1.018
15 H -2.58475 -0.43287 -0.68096  C5 1.108
16 H -2.33004 1.02129 0.06106  C5 1.042

The structure with the least stability is b.

## a
A 9-piece molecular cluster, BrH16O8 overall, computed with ωB97M-V/def2-TZVPD.

charge: -1
frontier orbital gap: 9.664 eV
2S+1: 1
LUMO energy: 0.1134 Eh

Bonds (Å) are listed after each position.
Cartesian coordinates (Å):
1 Br 0.07008 -0.22300 0.09412  no bonds
2 O 2.28308 1.13400 2.16712  H3 1.013, H4 0.979
3 H 3.08408 0.53000 2.02412  O2 1.013
4 H 1.47808 0.66500 1.86512  O2 0.979
5 O 0.66708 -3.12900 -1.81488  H6 0.865, H7 0.947
6 H 1.33808 -2.77500 -2.22988  O5 0.865
7 H 0.61908 -2.63400 -1.00888  O5 0.947
8 O 0.86908 3.02400 -0.54788  H9 1.005, H10 0.883
9 H 0.53708 2.07700 -0.50188  O8 1.005
10 H 1.19108 3.12700 0.26812  O8 0.883
11 O -3.42892 -0.23400 1.13212  H12 0.962, H13 1.011
12 H -2.52392 -0.44900 0.88512  O11 0.962
13 H -3.68092 0.73700 1.00512  O11 1.011
14 O -2.21792 2.47400 1.24912  H15 0.974, H16 0.883
15 H -1.74492 1.91000 0.61112  O14 0.974
16 H -1.59492 2.78600 1.79112  O14 0.883
17 O 0.04108 -2.84300 2.33312  H18 0.960, H19 0.910
18 H -0.85592 -2.74900 2.66112  O17 0.960
19 H 0.06908 -1.98000 2.04712  O17 0.910
20 O 2.51008 0.03000 -2.02888  H21 1.062, H22 0.815
21 H 3.20508 0.62200 -1.48688  O20 1.062
22 H 1.76808 -0.00900 -1.69388  O20 0.815
23 O -1.42292 -0.40900 -3.06288  H24 0.935, H25 0.945
24 H -1.12792 -1.12900 -3.58188  O23 0.935
25 H -1.13192 -0.55300 -2.17588  O23 0.945

## b
A 9-piece molecular cluster, BrH16O8 overall, computed with ωB97M-V/def2-TZVPD.

charge: -1
frontier orbital gap: 7.024 eV
2S+1: 1
LUMO energy: 0.0958 Eh

Bonds (Å) are listed after each position.
Cartesian coordinates (Å):
1 Br -0.56874 1.05871 -0.61686  no bonds
2 O -5.61700 0.86852 -3.12888  H3 0.957, H4 0.957
3 H -6.17979 1.54442 -2.75116  O2 0.957
4 H -4.83539 0.87070 -2.57633  O2 0.957
5 O 1.93869 2.60125 3.75803  H6 0.957, H7 0.957
6 H 1.52112 1.96599 4.33968  O5 0.957
7 H 1.47869 2.50202 2.92450  O5 0.957
8 O 0.78266 -3.63701 -3.96026  H9 0.957, H10 0.957
9 H 0.61827 -3.24472 -3.10275  O8 0.957
10 H 1.65864 -4.01585 -3.88691  O8 0.957
11 O -0.49133 -2.84735 3.55391  H12 0.957, H13 0.957
12 H -0.85598 -2.00226 3.29106  O11 0.957
13 H -1.06876 -3.49436 3.14872  O11 0.957
14 O 2.59218 -3.37188 0.83408  H15 0.957, H16 0.957
15 H 2.02527 -3.55812 1.58252  O14 0.957
16 H 2.34738 -2.48748 0.56180  O14 0.957
17 O 0.02403 5.93697 1.27795  H18 0.957, H19 0.957
18 H 0.88331 5.51524 1.28210  O17 0.957
19 H -0.40456 5.60061 0.49092  O17 0.957
20 O 4.11312 3.93098 -2.15287  H21 0.957, H22 0.957
21 H 3.52525 3.26884 -1.78928  O20 0.957
22 H 4.84228 3.97037 -1.53400  O20 0.957
23 O -3.03225 -3.66288 -0.22018  H24 0.957, H25 0.957
24 H -2.74274 -4.40169 -0.75551  O23 0.957
25 H -2.55435 -2.91102 -0.57027  O23 0.957

The structure with the least stability is a.